Record 1
Below is one molecule with the formula C2ClNO2, with properties calculated with the ωB97M-V functional and the def2-TZVPD basis.

```
6
Properties=species:S:1:pos:R:3:forces:R:3
O 1.4843 0.9418 1.4216 -5.466 -4.618 -1.187
C 0.5730 0.1532 1.1215 7.653 5.946 2.738
N -0.2627 -0.6184 0.7325 0.235 -0.319 -0.288
C -0.5374 -0.3687 -0.6039 -6.098 -1.719 -2.211
O -1.6143 -0.8022 -1.0203 3.086 0.888 0.439
Cl 0.3571 0.6943 -1.6514 0.589 -0.179 0.509
```
Positions in Å, forces in eV/Å.

The frontier orbital gap comes out at 0.408 hartree. Its spin multiplicity is 1. The HOMO energy comes out at -11.320 eV. As for the SMILES: O=C=NC(=O)Cl.

***

Record 2
Below is C19H33MnN5O5SSi as an isolated structure, with properties calculated with the ωB97M-V functional and the def2-TZVPD basis.

```
65
Properties=species:S:1:pos:R:3:forces:R:3
Mn -1.2778 -0.4023 1.6858 -0.250 0.246 -0.077
N -1.4317 -2.7702 5.1627 0.271 0.135 0.280
C -1.9138 -2.6208 3.9367 0.023 -0.070 -0.127
N -1.2420 -1.6504 3.3468 -0.198 0.176 -0.162
C -0.3628 -1.2279 4.2942 0.464 0.399 0.203
N -0.4321 -1.8855 5.4183 -0.426 -0.364 -0.195
C 0.5221 -0.0847 4.0187 -0.231 -0.375 0.131
C 1.4982 0.3711 4.8833 0.273 0.241 0.129
N 2.2398 1.4372 4.5856 -0.214 -0.124 -0.153
C 1.9981 2.0337 3.4194 0.150 -0.011 0.212
C 1.0334 1.5704 2.5401 0.049 -0.053 0.028
N 0.3008 0.5103 2.8535 0.078 0.250 -0.207
H -1.7242 -3.4238 5.8728 0.034 0.011 0.009
H -2.7050 -3.2175 3.5131 0.005 0.045 -0.008
H 1.6746 -0.1314 5.8266 0.025 0.049 -0.017
H 2.5905 2.9051 3.1692 0.018 -0.017 0.051
H 0.8515 2.0397 1.5825 0.014 -0.028 0.023
C -0.1833 2.7853 -1.1200 0.086 0.062 -0.065
C -1.3963 2.0688 -0.5547 0.059 -0.240 -0.181
C -1.9717 2.8284 0.6154 0.010 0.124 0.127
C -2.4464 1.8341 -1.6227 -0.140 0.009 -0.105
O -0.9436 0.7210 -0.0518 0.003 -0.151 0.301
Si -0.0806 -0.4518 -0.9226 0.213 -0.062 -0.281
S -0.0319 -1.8998 0.5903 0.010 -0.465 0.085
O 1.3671 0.1081 -1.3148 0.101 0.166 -0.244
C 2.7798 -0.2298 -1.2862 -0.224 -0.052 0.190
C 2.9712 -1.6777 -1.7035 0.046 -0.106 0.006
C 3.4558 0.7104 -2.2617 0.064 0.111 -0.125
C 3.2785 0.0052 0.1288 0.107 0.025 0.130
O -1.0043 -0.8314 -2.1734 -0.128 0.107 -0.081
C -0.8967 -1.5755 -3.4177 0.124 0.038 0.265
C -0.4424 -2.9876 -3.0909 0.056 -0.128 -0.028
C -2.2905 -1.5780 -4.0092 -0.142 -0.002 -0.084
C 0.0843 -0.8577 -4.3261 0.088 0.052 -0.107
H -0.5125 3.7401 -1.5340 0.013 -0.015 0.041
H 0.3023 2.2222 -1.9178 -0.084 0.005 0.041
H 0.5604 2.9908 -0.3469 -0.022 -0.003 -0.036
H -2.1851 3.8456 0.2858 0.005 0.003 0.019
H -1.2619 2.8895 1.4443 -0.043 0.004 -0.027
H -2.8922 2.3797 0.9746 -0.016 0.000 -0.043
H -2.9088 2.7918 -1.8681 -0.013 -0.030 -0.008
H -3.2230 1.1588 -1.2602 0.013 0.046 0.017
H -2.0224 1.4107 -2.5340 0.006 0.041 0.120
H 2.5900 -1.8447 -2.7123 0.034 0.004 0.047
H 2.4708 -2.3624 -1.0143 0.003 0.050 -0.008
H 4.0353 -1.9220 -1.7019 -0.041 0.006 -0.011
H 3.1082 0.5310 -3.2808 0.003 0.007 0.040
H 4.5377 0.5630 -2.2358 -0.057 0.006 -0.008
H 3.2414 1.7482 -1.9995 0.019 -0.040 -0.004
H 2.6936 -0.5777 0.8438 0.018 0.006 -0.025
H 3.2095 1.0665 0.3845 -0.022 -0.072 -0.010
H 4.3245 -0.2969 0.2160 -0.045 0.037 -0.004
H -1.1432 -3.4642 -2.4029 0.026 0.029 -0.024
H 0.5513 -2.9926 -2.6344 -0.061 0.030 -0.021
H -0.3924 -3.5868 -4.0023 -0.009 0.019 0.036
H -2.9921 -2.0696 -3.3330 0.032 0.022 -0.025
H -2.2919 -2.1125 -4.9612 -0.013 0.027 0.043
H -2.6331 -0.5567 -4.1859 0.013 -0.041 -0.004
H 1.0771 -0.8083 -3.8759 -0.075 0.000 -0.016
H -0.2550 0.1616 -4.5238 0.010 -0.037 0.006
H 0.1675 -1.3824 -5.2799 -0.019 0.023 0.036
O -2.2309 1.0450 4.4359 0.286 -0.279 0.437
C -3.0179 1.0083 3.5318 0.177 0.321 -1.184
O -2.7828 0.4948 2.3223 -0.316 0.000 0.583
H -3.9932 1.5044 3.5772 -0.244 -0.167 0.073
```
Positions in Å, forces in eV/Å.

The total charge is +1. The frontier orbital gap (alpha / beta) comes out at 0.270 / 0.324 hartree. Its spin multiplicity is 5. The HOMO energy (alpha / beta) comes out at -12.109 / -12.436 eV.

***

Record 3
Below is a 3-piece molecular cluster, C17H37N3O6 overall, with properties calculated with the ωB97M-V functional and the def2-TZVPD basis.

```
63
Properties=species:S:1:pos:R:3:forces:R:3
C 1.7680 -0.3087 1.6540 0.062 -0.066 -0.108
C 1.3251 -0.4327 0.2057 0.114 -0.149 0.121
O 0.2994 -1.4093 0.0281 -0.110 0.088 -0.205
C -0.9734 -0.9731 0.4693 0.000 -0.065 0.203
C -2.0736 -1.5303 -0.4387 0.213 -0.050 0.060
C -2.7151 -2.8128 0.1041 0.016 0.078 -0.033
C -3.7185 -2.5922 1.2414 -0.003 0.074 0.117
C -4.8973 -1.6604 0.8928 0.118 -0.003 0.011
N -4.9965 -0.5226 1.8226 -0.157 -0.001 -0.037
C -4.2371 0.6760 1.4504 0.154 0.050 0.264
C -4.6221 1.3908 0.1517 -0.006 0.108 -0.098
C -3.4920 2.2656 -0.3823 0.093 -0.104 0.077
O -3.3778 3.4991 0.3270 0.126 -0.099 0.101
C -6.3301 -0.2270 2.1873 0.242 -0.177 -0.016
O -7.2128 0.1327 1.4582 -0.242 0.113 -0.242
O -6.5245 -0.4262 3.5005 -0.074 0.098 0.201
H 1.9996 -1.3074 2.0351 -0.059 0.117 0.060
H 0.9981 0.1619 2.2711 0.070 -0.059 -0.002
H 2.6823 0.2859 1.7136 -0.145 0.015 0.004
H 0.9804 0.5311 -0.1832 0.085 -0.037 0.019
H 2.1720 -0.7767 -0.3950 -0.126 0.028 0.009
H -0.9964 0.1258 0.4914 0.012 -0.067 -0.080
H -1.1368 -1.3172 1.5029 -0.009 0.129 -0.049
H -2.8235 -0.7512 -0.6065 -0.030 -0.116 -0.026
H -1.6104 -1.7363 -1.4082 -0.047 0.077 0.061
H -3.2065 -3.3539 -0.7125 0.021 0.050 0.056
H -1.9072 -3.4564 0.4724 -0.116 -0.041 -0.102
H -4.1174 -3.5636 1.5508 0.098 0.075 0.026
H -3.2168 -2.1764 2.1226 -0.018 -0.029 -0.124
H -4.7874 -1.3055 -0.1371 -0.173 -0.062 -0.001
H -5.8410 -2.2086 0.9423 0.097 0.039 -0.061
H -3.1820 0.3750 1.4199 -0.108 0.007 -0.056
H -4.3254 1.3800 2.2863 0.077 -0.078 -0.061
H -5.4890 2.0329 0.3266 -0.016 -0.111 -0.093
H -4.9073 0.6759 -0.6263 0.048 -0.009 0.087
H -2.5379 1.7200 -0.3372 -0.103 0.045 -0.074
H -3.6673 2.5161 -1.4310 -0.060 0.062 0.101
H -2.7676 3.3754 1.0628 -0.101 0.043 -0.109
H -7.4495 -0.1934 3.6793 0.082 -0.026 -0.018
C 4.0160 4.8975 -1.4422 -0.011 -0.078 0.010
N 3.3792 3.6992 -0.9412 0.043 0.026 -0.038
C 3.8522 2.3958 -1.3793 -0.017 0.015 0.036
C 2.3540 3.7370 -0.0672 0.069 -0.061 0.000
O 1.8059 2.7437 0.3687 -0.115 0.085 0.059
H 3.9287 4.9602 -2.5289 0.001 0.021 -0.002
H 5.0749 4.9165 -1.1761 0.004 0.020 -0.001
H 3.5346 5.7710 -1.0063 -0.002 0.010 0.001
H 3.0519 1.8450 -1.8754 0.002 -0.007 -0.006
H 4.1882 1.8003 -0.5290 0.000 -0.012 -0.008
H 4.6783 2.5370 -2.0731 0.006 0.003 -0.003
H 2.0614 4.7597 0.2233 -0.009 0.001 -0.018
C 5.4761 -3.7400 -2.1756 0.003 0.074 0.010
N 5.3488 -2.5313 -1.3904 0.026 -0.021 -0.046
C 5.8818 -1.2835 -1.9059 -0.024 -0.014 0.032
C 4.7409 -2.5160 -0.1861 -0.065 -0.009 0.030
O 4.6110 -1.5226 0.5010 0.050 0.040 -0.021
H 6.5262 -3.9796 -2.3556 -0.002 -0.019 -0.002
H 4.9726 -3.6342 -3.1387 -0.005 -0.020 -0.003
H 5.0198 -4.5686 -1.6375 -0.004 -0.009 0.000
H 6.6330 -0.8765 -1.2283 0.003 0.007 -0.004
H 5.0882 -0.5421 -2.0101 0.002 0.006 -0.010
H 6.3334 -1.4668 -2.8782 0.003 0.000 -0.005
H 4.3584 -3.5039 0.1199 0.015 -0.004 0.004
```
Positions in Å, forces in eV/Å.

The frontier orbital gap comes out at 0.345 hartree. Its spin multiplicity is 1. The HOMO energy comes out at -8.792 eV. As for the SMILES: CCOCCCCCN(CCCO)C(=O)O.CN(C)C=O.CN(C)C=O.

***

Record 4
Below is one molecule with the formula C3H8O, with properties calculated with the ωB97M-V functional and the def2-TZVPD basis.

```
12
Properties=species:S:1:pos:R:3:forces:R:3
C -1.4518 -0.0056 0.5806 0.314 -0.023 -0.201
C -0.0057 0.4647 0.3293 -0.243 -0.146 0.298
C 0.7263 -0.3808 -0.6887 0.336 0.006 -0.391
O 1.9617 0.2002 -1.1232 0.045 -0.131 0.350
H -1.8541 -0.5577 -0.2691 0.059 -0.032 -0.109
H -1.5049 -0.6623 1.4450 -0.104 -0.022 0.074
H -2.1131 0.8407 0.7298 -0.094 0.087 0.215
H 0.5504 0.4056 1.2670 0.044 0.123 0.084
H 0.0170 1.5087 0.0349 -0.007 0.122 -0.267
H 0.1410 -0.5332 -1.6003 -0.037 0.216 0.097
H 0.9063 -1.3730 -0.2789 0.018 -0.254 0.089
H 2.6269 0.0928 -0.4264 -0.331 0.051 -0.239
```
Positions in Å, forces in eV/Å.

The frontier orbital gap comes out at 0.418 hartree. Its spin multiplicity is 1. The HOMO energy comes out at -10.307 eV. As for the SMILES: CCCO.

***

Quick rundown of total energy, same order as above: -741.61768, -3232.52171, -1285.63473, -194.32562 Eh
Quick rundown of energy above the lowest of the compared OMol25 structures with the same formula, charge and spin, same order as above: 0.472, 0.463, 0.000, 0.281 eV